DFT (ωB97M-V with the def2-TZVPD basis set) results for a structure of composition C23H23EuPSb.

Last column: Mulliken spin population.
Atoms and positions in Å:
C -4.3063 -0.1538 -1.0342  0.032
C -4.5097 -1.5450 -0.9086  -0.061
C -3.8948 -2.6772 -0.2844  0.138
C -2.7620 -2.5740 0.5595  -0.161
C -2.0915 -1.3333 0.7502  0.110
Eu -2.0865 -1.7146 -1.7367  5.305
P -3.1898 1.1403 -1.3921  0.166
H -5.2936 0.2745 -1.3058  0.002
H -5.4248 -1.7718 -1.4841  0.005
H -4.3511 -3.6397 -0.4763  0.042
H -2.2319 -0.9256 1.7685  0.000
H -2.5079 -3.4367 1.1950  -0.005
H -2.6424 1.6604 -0.1802  -0.009
H -4.0495 2.2448 -1.7009  0.029
H -2.1550 1.2504 -2.4287  0.101
C 4.6393 -2.2792 1.8337  0.004
C 3.5886 -2.2456 2.7577  0.000
C 2.3275 -1.7624 2.3705  0.003
C 2.1178 -1.3218 1.0630  -0.010
C 3.1737 -1.3257 0.1436  0.015
C 4.4354 -1.8056 0.5281  -0.004
Sb 0.0813 -0.6817 0.5174  0.136
C 0.2000 1.2621 1.5444  -0.018
C -0.9531 1.7765 2.1446  -0.003
C -0.9115 3.0166 2.7968  -0.001
C 0.2842 3.7424 2.8442  0.000
C 1.4336 3.2408 2.2238  0.000
C 1.3901 1.9977 1.5779  0.002
C 0.5213 -0.0726 -1.5420  -0.016
C 0.7654 1.2833 -1.8078  0.047
C 1.0804 1.6974 -3.1061  -0.022
C 1.0743 0.7763 -4.1623  0.059
C 0.7619 -0.5598 -3.9102  -0.031
C 0.5543 -1.0081 -2.5929  0.066
H 5.6093 -2.6839 2.1197  0.000
H 3.7449 -2.6005 3.7770  0.000
H 1.5177 -1.7243 3.0995  0.003
H 3.0288 -0.9499 -0.8693  -0.003
H 5.2514 -1.8144 -0.1919  -0.001
H -1.8814 1.2085 2.1353  0.008
H -1.8110 3.4101 3.2717  0.000
H 0.3136 4.7133 3.3333  0.000
H 2.3689 3.8068 2.2416  0.000
H 2.3050 1.6062 1.1331  0.000
H 0.7239 2.0174 -1.0031  0.026
H 1.3290 2.7436 -3.2903  -0.001
H 1.2936 1.1155 -5.1784  0.007
H 0.6868 -1.2809 -4.7344  -0.001
H 0.4518 -2.0967 -2.4097  0.043

Results
Frontier orbital gap (spin up / spin down)   0.1410 / 0.1859 Eh
⟨S²⟩   12.07
LUMO level (spin up / spin down)   -0.205 / -0.230 eV
E_HOMO (spin up / spin down)   -4.041 / -5.289 eV
2S+1   7

DFT (ωB97M-V with the def2-TZVPD basis set) results for a structure of composition C23H23F6N3OSbW.

Last column: Mulliken spin population.
Atoms and positions in Å:
W 0.0095 0.5475 -0.1518  1.315
C 0.2468 2.2864 -1.9860  -0.021
C 1.4465 2.0222 -1.3069  0.024
C 1.5137 2.2314 0.1198  0.122
C 0.4183 2.8861 0.7608  -0.045
C -0.8038 2.9865 0.1098  0.070
C -0.9180 2.5948 -1.2582  0.073
H 0.2355 2.3464 -3.0699  -0.001
H 2.3784 1.9315 -1.8545  -0.002
H 2.5011 2.3217 0.5602  -0.003
H 0.5836 3.3748 1.7154  -0.001
H -1.6376 3.5161 0.5585  0.005
H -1.8195 2.8863 -1.7862  0.007
C -1.3050 1.3458 3.1186  0.037
C -0.0299 0.6002 3.1310  0.143
C 0.5483 0.3698 4.4079  0.110
C 1.7637 -0.2619 4.5360  -0.013
C 2.3868 -0.6942 3.3782  0.112
C 1.7718 -0.4889 2.1324  0.111
N 0.5657 0.1697 1.9968  0.019
C 2.3685 -0.9556 0.9194  0.118
C 3.5698 -1.6876 0.8534  0.145
C 4.0494 -2.1390 -0.3666  0.004
C 3.2894 -1.9109 -1.4975  0.122
C 2.0779 -1.1948 -1.3972  0.141
N 1.6608 -0.6585 -0.2122  -0.103
C 1.1249 -1.0622 -2.4559  0.036
C 1.3815 -1.4868 -3.7645  0.089
C 0.3590 -1.4851 -4.6991  -0.009
C -0.9000 -1.1135 -4.2718  0.073
C -1.1148 -0.6402 -2.9589  0.091
C -2.4865 -0.2644 -2.5512  0.046
N -0.0974 -0.5519 -2.0684  0.011
H -2.0474 0.7685 3.6801  0.018
H -1.7083 1.5442 2.1397  -0.012
H -1.2154 2.2719 3.6976  0.014
H 0.0122 0.7088 5.2863  -0.001
H 2.2152 -0.4161 5.5084  0.005
H 3.3438 -1.1928 3.4434  0.003
H 4.1256 -1.9213 1.7514  0.007
H 4.9804 -2.6892 -0.4275  0.005
H 3.6090 -2.3195 -2.4469  0.003
H 2.3686 -1.8302 -4.0436  0.003
H 0.5268 -1.8020 -5.7211  0.003
H -1.7443 -1.1791 -4.9461  -0.002
H -3.1554 -0.2140 -3.4079  0.001
H -2.5510 0.6704 -2.0043  -0.007
H -2.8832 -1.0453 -1.8924  0.012
F -1.8427 0.4076 0.2166  0.068
Sb -4.5671 -0.5086 1.1732  0.000
F -4.6182 0.5274 -0.3961  0.000
F -4.3138 1.1325 2.0626  0.000
F -6.1168 -1.3860 1.6053  0.000
F -3.0386 -1.0252 2.2491  0.001
F -3.7500 -1.8360 0.0603  0.000
O -0.7332 -1.8329 0.4800  0.048
H -0.3858 -2.7335 0.4840  0.004
H -1.6483 -1.9213 0.8062  0.000

Results
Frontier orbital gap (spin up / spin down)   0.2627 / 0.1702 Eh
⟨S²⟩   3.83
LUMO level (spin up / spin down)   -13.531 / -16.750 eV
Total charge   +4
E_HOMO (spin up / spin down)   -20.681 / -21.380 eV
2S+1   4

DFT (ωB97M-V with the def2-TZVPD basis set) results for a structure of composition C23H23IN2O2RhTe.

Last column: Mulliken spin population.
Atoms and positions in Å:
Rh 0.1231 -0.5312 0.1222  1.918
C -4.4881 -1.0529 -0.7215  -0.002
C -4.0370 0.3132 -0.3389  0.134
N -4.9238 1.2311 -0.0906  -0.066
C -4.5954 2.4379 0.3449  0.229
C -3.2937 2.7770 0.6602  -0.039
C -2.9832 4.1690 1.1679  -0.006
O -2.4688 4.1784 2.4794  -0.001
C -2.2662 1.8451 0.3986  0.076
C -0.9328 2.1457 0.7913  0.002
N 0.1931 1.6241 0.3426  0.145
C 1.3736 2.2894 0.6181  -0.004
C 1.3881 3.6760 0.8823  0.032
C 2.5542 4.3498 1.1784  -0.016
C 3.7732 3.6887 1.1516  0.032
C 3.8069 2.3399 0.8362  -0.029
C 2.6265 1.6656 0.5881  0.024
I 2.7251 -0.4539 0.2681  0.073
C -2.6268 0.5987 -0.2292  0.129
O -1.7745 -0.2581 -0.6214  0.323
H -5.5676 -1.0629 -0.8534  0.000
H -4.2062 -1.7496 0.0715  0.014
H -3.9920 -1.3715 -1.6374  0.010
H -5.4047 3.1478 0.4395  0.001
H -3.8739 4.8012 1.0886  -0.001
H -2.2045 4.6124 0.5409  -0.003
H -3.1842 4.0247 3.1076  0.001
H -0.8606 2.8942 1.5759  0.012
H 0.4650 4.2339 0.8481  0.004
H 2.5124 5.4001 1.4296  0.000
H 4.6923 4.2086 1.3715  0.002
H 4.7485 1.8134 0.7989  -0.005
C -0.0058 -9.3140 -0.0476  -0.001
C 0.0174 -7.8234 -0.0475  0.011
C -0.1697 -7.0954 -1.2220  0.002
C -0.2646 -5.7186 -1.2161  -0.055
C -0.4528 -4.9786 -2.5004  0.077
C -0.1693 -5.0299 0.0074  -0.067
Te -0.8014 -3.0004 0.0340  1.037
C 0.1238 -5.7317 1.1860  0.019
C 0.3408 -5.0491 2.4981  0.005
C 0.2100 -7.1123 1.1347  -0.001
H -0.1804 -9.7094 -1.0448  0.000
H -0.7959 -9.6745 0.6123  0.001
H 0.9327 -9.7202 0.3289  0.001
H -0.2668 -7.6200 -2.1606  -0.001
H -0.5329 -5.6677 -3.3366  0.003
H 0.3964 -4.3177 -2.6817  -0.009
H -1.3595 -4.3693 -2.4669  -0.013
H 0.3400 -3.9626 2.3901  0.001
H 1.2959 -5.3547 2.9231  0.003
H -0.4357 -5.3312 3.2078  -0.001
H 0.4072 -7.6508 2.0498  -0.001

Results
Frontier orbital gap (spin up / spin down)   0.2113 / 0.1667 Eh
⟨S²⟩   6.06
LUMO level (spin up / spin down)   -4.019 / -6.093 eV
Total charge   +1
E_HOMO (spin up / spin down)   -9.768 / -10.629 eV
2S+1   5

DFT (ωB97M-V with the def2-TZVPD basis set) results for a structure of composition C23H23IrN5O9P2.

Last column: Mulliken spin population.
Atoms and positions in Å:
Ir -0.2332 0.2169 0.1693  0.783
C 3.2472 2.6710 1.2899  0.008
C 3.3727 2.3658 2.6338  -0.003
C 2.3153 1.7551 3.2920  0.008
C 1.1706 1.4397 2.5807  -0.004
N 1.0681 1.7292 1.2785  0.123
C 2.0661 2.3369 0.6485  -0.005
C 0.0238 0.7445 3.1589  0.021
C -0.1742 0.5243 4.5144  -0.004
C -1.3133 -0.1548 4.9151  0.002
C -2.2496 -0.5588 3.9757  -0.002
C -2.0085 -0.2845 2.6388  0.025
N -0.8788 0.3236 2.2714  -0.005
C -2.9170 -0.5878 1.5317  -0.009
C -4.1934 -1.1047 1.6859  0.002
C -4.9670 -1.3446 0.5583  0.001
C -4.4451 -1.0626 -0.6933  -0.002
C -3.1706 -0.5277 -0.7697  -0.001
N -2.4446 -0.2954 0.3171  0.019
H 4.0466 3.1445 0.7394  0.001
H 4.2841 2.5961 3.1682  0.000
H 2.3968 1.5029 4.3382  0.000
H 1.9244 2.5637 -0.4001  0.002
H 0.5369 0.8754 5.2457  0.000
H -1.4759 -0.3597 5.9644  0.000
H -3.1427 -1.0788 4.2869  0.000
H -4.5932 -1.3188 2.6658  0.000
H -5.9626 -1.7551 0.6574  0.000
H -5.0103 -1.2424 -1.5957  0.000
H -2.7175 -0.2845 -1.7219  0.001
C 1.9898 -2.7338 -1.5083  -0.003
C 2.0915 -3.1057 -0.0456  0.004
O 2.8507 -4.2549 0.1319  0.000
P 2.8422 -1.6688 0.9374  0.016
O 4.1722 -1.2568 0.1862  0.002
O 3.0734 -2.2216 2.3010  0.007
O 1.8258 -0.5655 0.7650  0.057
P 0.4247 -3.1224 0.7675  0.025
O -0.1391 -4.5843 0.5712  0.007
O 0.6172 -3.0199 2.3112  0.000
O -0.5145 -2.0982 0.1989  0.074
H 2.9877 -2.5688 -1.9135  0.000
H 1.3948 -1.8310 -1.6350  0.003
H 1.5379 -3.5515 -2.0748  0.000
H 2.8851 -4.5463 1.0496  0.000
H 4.9685 -1.6798 0.5387  0.000
H 1.5464 -2.7827 2.6058  0.000
H -0.8394 -4.6902 -0.0859  -0.001
O -1.1478 2.1939 -0.3576  -0.097
N -1.0679 2.5986 -1.5465  -0.052
N -0.5742 1.8183 -2.4024  0.009
O -0.1383 0.6435 -2.0821  -0.013
C -0.5272 2.2584 -3.7595  0.000
C -0.4245 1.3128 -4.7728  0.002
C -0.3951 1.7412 -6.0864  -0.002
C -0.4510 3.0975 -6.3827  0.002
C -0.5493 4.0346 -5.3598  -0.001
C -0.5985 3.6232 -4.0437  0.001
H -0.3851 0.2616 -4.5251  0.000
H -0.3346 1.0154 -6.8843  0.000
H -0.4200 3.4259 -7.4121  0.000
H -0.5832 5.0889 -5.5938  0.000
H -0.6734 4.3387 -3.2377  -0.001

Results
Relative energy (zero: lowest compared OMol25 entry of this formula, charge and spin)   73.60 kcal/mol
Frontier orbital gap (spin up / spin down)   0.1991 / 0.2175 Eh
⟨S²⟩   0.79
LUMO level (spin up / spin down)   -8.849 / -8.350 eV
Total charge   +2
E_HOMO (spin up / spin down)   -14.267 / -14.269 eV
2S+1   2

Ordered maximum force results: 3.1; 2.2; 2.1; 5.0; unit eV/Å.